C33H32MnN6O2S2Sb as an isolated structure, computed with ωB97M-V with the def2-TZVPD basis set.

```
77
Properties=species:S:1:pos:R:3:forces:R:3
Sb -0.2339 1.6138 -2.9171 -0.08 -0.02 -0.11
Mn 0.1471 -0.2338 0.2504 0.23 0.01 -0.18
S -0.7293 0.7742 2.7289 0.22 -0.25 0.00
S -1.5511 0.4806 -1.4399 0.05 -0.09 -0.04
O -0.2238 1.5195 1.5427 0.00 0.06 0.06
O -0.0764 1.0488 3.9701 0.03 0.01 -0.01
N 2.8514 -0.5884 -1.4796 -0.21 -0.14 -0.07
N 2.2254 -0.2992 -0.3163 -0.06 0.09 0.32
N -6.5122 1.7580 3.1697 0.04 -0.07 -0.04
N -1.0022 -2.1998 0.6220 -0.26 0.12 0.01
N -2.5329 -1.9377 2.4296 0.02 -0.02 0.07
N -0.4634 -0.7508 2.2669 -0.34 -0.07 -0.24
C 5.0827 -0.7506 -2.5402 0.00 0.02 0.03
C 0.8120 0.2261 -4.0990 0.01 -0.04 -0.17
C -0.9068 3.9194 -4.7659 -0.06 -0.04 -0.03
C 1.1864 2.9246 -2.1339 0.08 0.04 0.08
C 0.7530 4.0304 -1.4049 0.08 -0.04 0.02
C 1.2589 -2.0593 -4.7092 0.00 0.00 0.01
C -2.4245 1.1102 2.8544 -0.23 0.00 -0.04
C 1.6902 4.9116 -0.8873 -0.01 -0.01 0.01
C 0.6012 -1.1369 -3.9036 0.06 0.04 -0.03
C 3.1950 0.0274 0.5448 0.10 0.05 0.00
C -4.4635 1.9520 1.9180 0.03 0.01 -0.04
C 4.1834 -0.4682 -1.3842 0.10 0.00 -0.07
C -1.3961 -1.6497 1.7993 0.21 0.16 0.21
C 4.4423 -0.0634 -0.0926 0.01 0.03 0.02
C -3.1058 1.7241 1.8078 -0.02 -0.06 0.09
C 3.0453 4.6883 -1.0958 0.00 0.01 0.02
C 3.4731 3.5853 -1.8206 -0.01 -0.03 0.00
C 2.1072 -1.6195 -5.7160 0.03 0.01 -0.02
C -3.1021 0.7226 4.0096 0.07 0.08 -0.01
C -2.9646 4.2003 -5.9780 0.00 -0.01 0.01
C 2.3007 -0.2593 -5.9266 -0.01 0.00 0.03
C -1.4141 2.7469 -4.2116 -0.06 0.08 -0.04
C -5.1568 1.5666 3.0718 -0.07 0.05 0.02
C -3.0016 -3.4756 0.6599 -0.04 -0.01 0.07
C 2.5431 2.6960 -2.3429 0.01 0.09 0.07
C -1.8113 -3.1074 0.0755 0.19 -0.05 -0.11
C -3.4662 3.0318 -5.4183 0.00 0.01 -0.01
C -4.4524 0.9536 4.1185 -0.03 -0.01 0.01
C -1.6902 4.6454 -5.6541 0.01 -0.02 0.02
C -2.6929 2.2992 -4.5303 0.03 0.05 -0.01
C 1.6509 0.6677 -5.1225 0.04 -0.07 0.09
C 2.9187 0.4262 1.9575 0.02 0.02 -0.05
C -3.3204 -2.8344 1.8507 0.00 0.02 0.04
H 2.2817 -0.2974 2.4659 -0.04 -0.03 -0.02
H -4.4622 2.6928 -5.6718 0.01 0.01 0.01
H -2.5625 0.2509 4.8200 0.01 0.00 -0.02
H 3.7723 5.3783 -0.6877 -0.01 -0.01 0.00
H -0.3022 4.2041 -1.2299 -0.01 -0.01 0.00
H -4.9803 0.6617 5.0182 0.00 0.00 -0.01
H -1.3071 5.5597 -6.0882 0.00 -0.02 0.01
H -3.6505 -4.2139 0.2136 0.01 0.02 0.02
H 3.8545 0.4968 2.5076 0.00 0.00 -0.01
H -4.2493 -3.0547 2.3668 0.02 0.01 0.00
H 2.6106 -2.3393 -6.3486 0.00 0.01 0.01
H 4.5307 3.4160 -1.9777 -0.02 -0.01 0.00
H -6.9469 1.6751 4.0710 0.01 0.02 0.02
H -4.9978 2.4409 1.1112 0.02 -0.02 0.02
H 6.1181 -0.5902 -2.2508 0.00 -0.01 0.00
H -3.5740 4.7700 -6.6680 0.02 -0.01 0.01
H 4.8605 -0.0958 -3.3856 -0.02 -0.01 0.02
H 2.4198 1.3945 2.0063 -0.02 0.00 -0.02
H 0.0839 4.2761 -4.5066 -0.01 -0.01 0.01
H 2.3202 -0.9291 -2.2667 0.01 0.03 -0.04
H -3.0883 1.3948 -4.0824 0.00 0.00 0.00
H -2.5675 2.0303 0.9209 -0.01 -0.01 0.01
H -6.9594 2.3870 2.5278 0.00 0.03 0.00
H 1.8080 1.7274 -5.2944 -0.03 -0.02 -0.01
H 2.8797 1.8350 -2.9064 0.01 -0.01 0.00
H 4.9797 -1.7826 -2.8785 -0.01 0.01 0.01
H -0.0810 -1.4755 -3.1316 -0.04 0.01 0.03
H 2.9542 0.0789 -6.7206 -0.02 0.00 0.01
H -1.4852 -3.5432 -0.8624 -0.01 0.04 0.00
H 1.3632 5.7699 -0.3157 0.00 -0.01 0.00
H 5.4077 0.1353 0.3426 -0.04 -0.01 -0.01
H 1.0995 -3.1192 -4.5582 -0.01 0.01 -0.01
```
Positions in Å, forces in eV/Å.

Summary:
- orbital gap (spin up / spin down) (eV) = 7.9 / 7.9
- ΔE to the lowest compared entry with this formula, charge and spin (kJ/mol) = 25.86
- total charge = +1
- 2S+1 = 6
- calculated total energy (Eh) = -3943.23116
- M (g mol⁻¹) = 785.5
- LUMO (spin up / spin down) (hartree) = -0.0820 / -0.0830

A 9-piece molecular cluster, C24H33F3N6O12 overall, computed with ωB97M-V with the def2-TZVPD basis set.

```
78
Properties=species:S:1:pos:R:3:forces:R:3
F 16.6748 6.8192 9.3820 0.12 -0.47 -0.12
F 10.2781 15.2045 9.6330 -0.22 -0.02 -0.01
F 13.7150 10.7575 11.1947 0.42 0.17 0.47
O 13.4643 10.9995 14.6269 1.02 0.53 0.41
O 8.1836 12.5058 12.0413 0.15 1.11 1.03
O 13.0315 14.7318 12.1767 0.04 -0.78 0.08
O 13.5296 16.9008 7.9237 -0.25 0.20 0.22
O 12.0873 8.2524 10.9366 -0.03 -0.07 -0.30
O 10.7522 8.1802 12.5977 -0.51 0.07 0.66
O 10.0266 8.1446 5.6350 0.83 0.20 -0.64
O 15.5673 10.5394 14.4697 0.41 -0.65 0.28
O 13.3402 16.6424 13.0956 -0.27 -0.44 0.20
O 8.2495 8.2930 6.8227 -0.11 0.32 -0.12
O 6.6333 11.3532 11.0366 1.15 0.72 0.80
O 12.7814 16.7538 9.9679 2.15 -1.20 -2.02
N 12.6296 15.7196 12.7410 -0.53 1.27 -0.03
N 11.8578 8.2386 12.1304 1.04 -0.43 -0.80
N 7.8070 11.6475 11.3081 -1.48 -1.27 -1.92
N 13.5349 16.3838 9.0223 -2.10 0.82 1.08
N 9.4150 7.9872 6.6532 -1.65 -0.36 0.71
N 14.6553 11.3169 14.5858 -1.11 -0.67 -1.11
C 11.1263 15.9307 12.8405 0.92 1.06 1.42
C 9.8894 16.0762 7.4579 -2.45 -0.45 -0.02
C 8.8084 10.8260 10.6178 -0.20 -2.00 -1.01
C 13.0406 8.2845 13.0378 0.35 0.06 0.49
C 16.2817 10.3195 8.9048 0.53 1.78 0.07
C 16.3398 8.0630 7.3843 -0.32 -0.10 0.66
C 16.0325 10.4282 7.5282 0.22 -0.10 0.38
C 14.4851 15.2559 9.1501 1.38 0.18 1.41
C 12.0642 11.6234 7.4738 0.90 -2.25 -0.86
C 12.1174 12.5577 8.4484 0.32 2.11 0.95
C 13.1609 10.0956 9.0217 0.27 0.22 -0.44
C 12.5872 10.3507 7.7858 -0.01 -0.17 0.48
C 8.9976 16.2838 6.3812 -0.90 -1.03 0.72
C 13.2230 11.0701 9.9941 -1.59 0.88 -0.88
C 9.3892 15.4196 8.6317 0.78 1.08 -1.58
C 16.0283 9.2610 6.7693 0.41 -0.01 0.65
C 7.6603 15.7835 6.5196 1.35 0.87 -1.15
C 16.5097 7.9971 8.7675 0.01 -0.20 -0.70
C 12.6456 12.3100 9.7353 -0.12 0.35 0.49
C 7.2391 15.2658 7.6847 -1.29 -0.91 2.41
C 14.9836 12.7289 14.4702 0.60 1.04 0.53
C 8.0711 15.0703 8.7868 1.22 -0.14 0.50
C 10.0561 7.2981 7.7887 0.58 -0.67 -1.52
C 16.5085 9.1230 9.5436 -0.44 -0.17 1.78
H 12.5967 9.4902 7.1214 -0.11 0.48 -0.42
H 13.1936 7.3065 13.5212 -0.51 0.41 -0.15
H 14.9456 13.0196 13.4356 -0.49 -0.08 -0.50
H 11.8013 11.7999 6.4364 -0.40 0.30 0.28
H 12.5664 13.1064 10.5078 0.26 -0.75 -0.57
H 10.9082 16.4079 11.9271 -0.44 0.20 -1.36
H 7.8237 14.6408 9.7664 -0.45 0.15 -0.62
H 10.6034 15.0111 12.9853 -0.09 -0.58 -0.04
H 10.9047 16.6982 13.6165 0.47 -0.87 -0.31
H 11.8592 13.6024 8.1996 -0.23 -0.64 0.32
H 14.9804 15.1816 8.1925 0.53 0.52 0.06
H 16.3988 11.2241 9.5423 -0.46 -0.54 -0.73
H 15.8712 11.4028 7.0801 -0.07 -0.13 0.06
H 15.8400 9.1566 5.7145 -0.08 0.70 -0.25
H 10.9468 7.8340 7.9376 1.14 0.75 0.77
H 9.4002 7.2328 8.6123 -0.57 0.06 0.74
H 14.2694 13.2703 15.0615 -0.24 0.36 0.07
H 10.3619 6.3361 7.3884 -0.17 -0.24 0.16
H 9.0828 10.0166 11.2995 0.19 0.27 0.09
H 8.3257 10.3307 9.7565 -0.02 0.39 0.52
H 16.5509 9.0464 10.6842 0.23 0.13 -1.87
H 16.3747 7.2131 6.7428 0.07 -0.83 0.08
H 14.0262 14.2795 9.2270 -0.68 0.19 0.71
H 9.6726 11.3307 10.2314 0.33 0.78 0.43
H 9.2358 16.7797 5.4298 0.35 -0.23 0.70
H 6.1888 15.0237 7.8627 0.24 -0.11 -0.46
H 12.7864 9.0680 13.7444 0.24 -0.23 0.29
H 15.1619 15.4948 10.0468 -1.01 -0.57 -1.46
H 16.0124 12.9303 14.7750 -0.24 -0.39 0.29
H 6.9110 15.7771 5.7428 0.30 0.51 -0.44
H 13.6863 9.1868 9.2028 -0.05 -0.70 0.11
H 13.9704 8.5410 12.5130 -0.71 -0.01 -0.20
H 10.8607 16.4849 7.4419 1.10 0.20 0.03
```
Positions in Å, forces in eV/Å.

Summary:
- orbital gap (eV) = 9.1
- ΔE to the lowest compared entry with this formula, charge and spin (kJ/mol) = 0.00
- total charge = 0
- 2S+1 = 1
- SMILES = C[N+](=O)[O-].C[N+](=O)[O-].C[N+](=O)[O-].C[N+](=O)[O-].C[N+](=O)[O-].C[N+](=O)[O-].Fc1ccccc1.Fc1ccccc1.Fc1ccccc1
- calculated total energy (Eh) = -2464.70774
- M (g mol⁻¹) = 654.6
- LUMO (hartree) = -0.0085

One molecule with the formula C7H9F, computed with ωB97M-V with the def2-TZVPD basis set.

```
17
Properties=species:S:1:pos:R:3:forces:R:3
F 2.1392 1.5607 -1.0073 -0.02 -0.13 -0.11
C 1.5279 0.1570 0.8250 1.18 -0.77 0.11
C -0.9988 -1.5777 -0.4233 -0.51 1.57 -0.44
C 0.4304 0.3429 1.5475 -0.44 0.50 -0.14
C -0.1050 0.9433 -0.6987 -1.21 0.15 -1.02
C 1.3011 0.4958 -0.6367 1.60 -1.43 0.30
C -1.2132 -0.0542 -0.3890 -1.50 -0.31 -1.17
C -0.6941 0.8498 0.6826 0.13 0.30 0.94
H -1.0565 -1.9599 -1.4320 0.36 0.05 -0.44
H 1.6111 -0.3978 -1.2807 -0.60 1.22 0.52
H 0.3259 0.2103 2.6241 0.05 -0.16 -0.33
H -0.2551 1.7543 -1.4232 -0.27 -0.28 0.56
H -1.7932 -2.0811 0.0790 -0.54 -0.30 0.77
H -0.0634 -1.7987 0.0328 0.72 -0.52 0.26
H -2.2573 0.2737 -0.7669 1.89 -0.55 0.55
H -1.3918 1.5740 1.0917 0.21 0.04 -0.06
H 2.4929 -0.2923 1.1750 -1.03 0.60 -0.30
```
Positions in Å, forces in eV/Å.

Summary:
- orbital gap (eV) = 10.6
- ΔE to the lowest compared entry with this formula, charge and spin (kJ/mol) = 51.68
- total charge = 0
- 2S+1 = 1
- SMILES = C[C@H]1[C@H]2C=C[C@H](F)[C@@H]12
- calculated total energy (Eh) = -371.93605
- M (g mol⁻¹) = 112.1
- LUMO (hartree) = 0.0390

Number 1: strongest force on any atom 0.42 eV Å⁻¹. Number 2: strongest force on any atom 3.18 eV Å⁻¹. Number 3: strongest force on any atom 2.16 eV Å⁻¹.